[1]
DFT (wB97M-V/def2-TZVPD) results for a structure of composition C20H44Cl4MoO2P2 at a distorted geometry.

Summary:
- energy above the lowest of the compared OMol25 structures with the same formula, charge and spin (kJ/mol) = 205.3
- molar mass (g mol⁻¹) = 616.270
- HOMO-LUMO gap (alpha / beta) (hartree) = 0.2678 / 0.1080
- E (a.u.) = -3530.5204
- LUMO energy (alpha / beta) (Ha) = 0.018 / -0.082

ORCA input file:
```
! RIJCOSX wB97M-V def2-TZVPD def2/J DEFGRID3
* xyz 0 3
Mo 0.68 0.27 0.69
Cl 0.99 0.72 -1.60
P 2.71 -0.71 1.43
C 3.50 0.92 1.24
C 2.54 -1.13 3.21
C 3.69 -1.96 0.53
C 2.47 2.06 1.23
H 4.00 0.88 0.25
C 4.57 1.17 2.33
H 4.10 1.27 3.32
H 5.06 2.12 2.09
H 5.34 0.39 2.35
H 1.56 1.91 0.59
H 2.95 2.91 0.73
H 2.19 2.40 2.24
H 3.81 -1.46 -0.45
C 2.91 -3.27 0.32
C 5.06 -2.16 1.17
H 5.69 -1.27 1.09
H 5.58 -2.98 0.65
H 4.97 -2.44 2.23
H 1.87 -3.23 0.68
H 3.42 -4.11 0.82
H 2.86 -3.50 -0.75
C 1.63 -0.17 3.98
H 3.57 -1.03 3.60
C 2.07 -2.57 3.44
H 2.00 0.87 4.01
H 1.58 -0.52 5.02
H 0.60 -0.16 3.59
H 1.05 -2.72 3.04
H 2.04 -2.75 4.52
H 2.75 -3.31 3.00
Cl -0.77 -1.57 1.17
H 1.62 -1.03 0.21
P -2.89 0.43 -2.82
C -1.97 -0.44 -4.12
C -3.94 -0.44 -1.62
C -2.46 2.20 -2.84
C -1.03 -1.51 -3.54
H -1.34 0.35 -4.58
C -2.92 -1.00 -5.20
H -3.56 -1.81 -4.81
H -2.31 -1.42 -6.01
H -3.55 -0.21 -5.61
H -0.29 -1.05 -2.88
H -0.51 -2.00 -4.37
H -1.59 -2.27 -2.98
H -1.45 2.23 -3.30
C -2.34 2.83 -1.44
C -3.44 2.96 -3.75
H -3.22 2.76 -4.81
H -3.33 4.03 -3.58
H -4.48 2.68 -3.54
H -1.81 2.19 -0.73
H -3.33 3.08 -1.04
H -1.76 3.76 -1.53
C -3.68 -1.96 -1.52
H -4.94 -0.29 -2.07
C -3.94 0.22 -0.22
H -3.62 -2.43 -2.51
H -4.52 -2.44 -0.99
H -2.76 -2.16 -0.95
H -2.93 0.16 0.23
H -4.64 -0.30 0.44
H -4.25 1.27 -0.27
Cl -3.55 2.99 2.30
C -2.16 2.57 3.34
Cl -2.44 1.15 4.37
C -0.88 2.26 2.51
O 0.15 2.53 3.15
O -1.04 1.80 1.33
H -1.94 3.43 3.98
*
```

[2]
DFT (wB97M-V/def2-TZVPD) results for a cluster of 5 separate species, C20H45B2NO14 in total at a distorted geometry.

Summary:
- SMILES = NB(O)C1=C(B(O)O)C(=O)OC1=O.COCCOC.COCCOC.COCCOC.COCCOC
- molar mass (g mol⁻¹) = 545.197
- HOMO-LUMO gap (hartree) = 0.2814
- E (a.u.) = -1946.8421
- LUMO energy (Ha) = -0.048

ORCA input file:
```
! RIJCOSX wB97M-V def2-TZVPD def2/J DEFGRID3
* xyz 0 1
N -0.79 4.36 1.88
B -1.25 4.05 0.51
O -2.37 4.65 0.01
C -0.42 2.97 -0.32
C 0.61 3.20 -1.12
B 1.26 4.57 -1.50
O 0.53 5.74 -1.40
O 2.57 4.63 -1.92
C 1.06 1.86 -1.61
O 2.11 1.68 -2.14
O 0.12 0.92 -1.30
C -0.68 1.50 -0.31
O -1.42 0.87 0.38
H 0.07 4.89 1.75
H -0.48 3.48 2.29
H -2.15 5.40 -0.54
H 0.24 5.97 -2.29
H 2.59 4.31 -2.83
C -0.35 -2.70 4.63
O 0.69 -3.41 3.97
C 0.23 -4.54 3.25
C 0.08 -4.25 1.77
O -0.93 -3.28 1.52
C -0.41 -1.97 1.31
H 0.03 -1.72 4.90
H -1.22 -2.57 3.99
H -0.64 -3.23 5.54
H -0.71 -4.90 3.66
H 0.98 -5.32 3.38
H -0.22 -5.17 1.26
H 1.04 -3.92 1.35
H -0.01 -1.88 0.30
H 0.36 -1.72 2.04
H -1.23 -1.27 1.43
C -5.07 5.41 6.97
O -5.13 5.92 5.65
C -3.85 6.09 5.05
C -3.49 4.95 4.13
O -3.35 3.72 4.84
C -4.50 2.90 4.76
H -6.06 5.05 7.23
H -4.36 4.59 7.06
H -4.79 6.21 7.67
H -3.08 6.22 5.82
H -3.89 7.01 4.47
H -2.53 5.16 3.66
H -4.24 4.85 3.33
H -4.53 2.39 3.79
H -5.42 3.46 4.90
H -4.42 2.14 5.54
C 2.65 -7.12 0.28
O 1.35 -7.63 0.47
C 0.61 -7.74 -0.73
C 0.62 -9.15 -1.28
O 1.92 -9.56 -1.67
C 2.56 -10.37 -0.70
H 3.23 -7.34 1.18
H 3.15 -7.57 -0.58
H 2.61 -6.03 0.15
H 0.99 -7.03 -1.48
H -0.42 -7.46 -0.51
H -0.01 -9.18 -2.18
H 0.19 -9.84 -0.55
H 2.17 -11.39 -0.74
H 2.43 -9.97 0.31
H 3.62 -10.39 -0.93
C 1.12 4.08 -6.17
O 2.23 3.49 -5.51
C 2.37 2.10 -5.79
C 3.42 1.85 -6.85
O 3.04 2.38 -8.11
C 3.65 3.63 -8.40
H 1.25 5.17 -6.14
H 1.05 3.77 -7.21
H 0.19 3.83 -5.65
H 1.41 1.67 -6.08
H 2.69 1.62 -4.86
H 3.52 0.77 -6.99
H 4.39 2.24 -6.54
H 4.69 3.48 -8.72
H 3.64 4.30 -7.54
H 3.10 4.09 -9.21
*
```

[3]
DFT (wB97M-V/def2-TZVPD) results for a cluster of 3 separate species, C20H45FN2O11P2S3 in total at a distorted geometry.

Summary:
- SMILES = O=S(=O)(F)NCCCSC(=S)N1CCOCC1.CCOP(=O)(OCC)OCC.CCOP(=O)(OCC)OCC
- molar mass (g mol⁻¹) = 666.730
- HOMO-LUMO gap (hartree) = 0.2923
- E (a.u.) = -3703.3352
- LUMO energy (Ha) = -0.012

ORCA input file:
```
! RIJCOSX wB97M-V def2-TZVPD def2/J DEFGRID3
* xyz 0 1
O 5.71 -1.66 0.17
S 6.74 -0.70 0.32
O 8.04 -1.27 0.51
F 6.39 0.20 1.53
N 6.69 0.27 -1.03
C 7.73 1.33 -1.06
C 7.52 2.50 -0.10
C 6.23 3.33 -0.35
S 4.79 2.46 0.33
C 3.37 3.50 0.00
S 3.40 5.08 0.34
N 2.23 2.86 -0.54
C 2.48 2.20 -1.83
C 2.17 0.69 -1.81
O 2.65 0.04 -0.66
C 2.12 0.58 0.54
C 1.53 2.00 0.41
H 6.93 -0.39 -1.77
H 8.73 0.92 -0.94
H 7.70 1.75 -2.07
H 8.37 3.16 -0.23
H 7.50 2.20 0.95
H 6.34 4.26 0.21
H 6.16 3.53 -1.42
H 3.47 2.42 -2.23
H 1.77 2.63 -2.55
H 2.56 0.24 -2.72
H 1.07 0.60 -1.84
H 1.38 -0.09 1.00
H 2.96 0.63 1.25
H 0.49 1.90 0.08
H 1.54 2.49 1.39
C -5.96 0.93 -5.13
C -5.20 2.17 -4.70
O -4.67 2.05 -3.38
P -3.42 1.03 -3.13
O -2.26 1.67 -3.81
O -3.05 1.33 -1.57
C -1.79 1.82 -1.13
C -1.79 3.33 -1.02
O -4.29 -0.28 -2.72
C -4.76 -0.54 -1.39
C -5.79 0.44 -0.88
H -5.29 0.07 -5.23
H -6.45 1.09 -6.09
H -6.72 0.66 -4.39
H -4.39 2.39 -5.41
H -5.87 3.03 -4.69
H -0.99 1.47 -1.78
H -1.61 1.38 -0.15
H -2.12 3.80 -1.94
H -0.80 3.71 -0.77
H -2.49 3.65 -0.24
H -3.91 -0.64 -0.72
H -5.22 -1.53 -1.44
H -5.38 1.44 -0.77
H -6.15 0.11 0.10
H -6.64 0.51 -1.57
C -4.62 -2.32 3.28
C -3.35 -1.58 3.65
O -2.19 -2.40 3.55
P -1.66 -2.83 2.05
O -1.13 -1.51 1.58
O -0.25 -3.58 2.39
C 1.01 -3.12 1.89
C 1.69 -2.22 2.91
O -2.50 -4.23 2.10
C -2.04 -5.45 2.69
C -1.87 -5.38 4.19
H -4.63 -2.59 2.22
H -5.50 -1.70 3.47
H -4.71 -3.25 3.84
H -3.23 -0.69 3.02
H -3.41 -1.25 4.69
H 0.89 -2.62 0.93
H 1.63 -4.00 1.72
H 1.03 -1.41 3.23
H 2.60 -1.79 2.50
H 1.94 -2.79 3.81
H -1.14 -5.80 2.20
H -2.82 -6.18 2.47
H -1.07 -4.69 4.48
H -1.61 -6.36 4.58
H -2.78 -5.03 4.68
*
```